{
  "formula": "H8S4",
  "method": "the ωB97M-V functional and the def2-TZVPD basis",
  "species": ["S", "H", "H", "H", "S", "H", "S", "H", "H", "S", "H", "H"],
  "positions_angstrom": [[-3.17702, 4.99935, -1.01155], [-3.04723, 4.21140, -2.04979], [-1.97439, 4.69450, -0.61326], [-3.30862, -3.88783, 2.47626], [-2.17379, -4.45530, 2.60369], [-1.55473, -4.31634, 1.30723], [6.11915, 1.53338, 1.89190], [6.45664, 2.26357, 0.91944], [6.13898, 2.61527, 2.66202], [-0.81005, -2.11070, -3.28077], [-2.00752, -2.73852, -3.59852], [-0.03572, -2.30960, -4.35570]],
  "multiplicity": 2,
  "gap_ev": [1.553, 8.406],
  "charge": -1
}

---

{
  "formula": "C4H9NO",
  "method": "the ωB97M-V functional and the def2-TZVPD basis",
  "species": ["C", "C", "C", "O", "N", "C", "H", "H", "H", "H", "H", "H", "H", "H", "H"],
  "positions_angstrom": [[2.33658, -0.32227, 0.18613], [1.09568, 0.44303, -0.23211], [-0.15856, -0.07626, 0.43207], [-0.18764, -0.97770, 1.24996], [-1.28953, 0.50866, -0.04976], [-2.67227, -0.25164, -0.13937], [2.24584, -1.38109, -0.07450], [3.21870, 0.08719, -0.31277], [2.48026, -0.26176, 1.26747], [1.18832, 1.51487, -0.01986], [0.92643, 0.35920, -1.31541], [-1.25679, 1.35082, -0.60172], [-2.93289, -0.27458, -1.22503], [-2.46925, -1.29119, 0.14582], [-2.52487, 0.57275, 0.68907]],
  "gap_ev": 9.735,
  "smiles": "CCC(=O)NC",
  "relative_energy_kcal_mol": 74.35
}

---

{
  "formula": "C8H11CeClF9OTl",
  "method": "the ωB97M-V functional and the def2-TZVPD basis",
  "species": ["Ce", "Cl", "C", "C", "H", "H", "H", "H", "H", "H", "Tl", "C", "C", "H", "H", "H", "H", "H", "F", "C", "F", "F", "C", "O", "C", "F", "F", "F", "C", "F", "F", "F"],
  "positions_angstrom": [[0.95934, -0.04292, -2.04535], [0.36073, 2.54518, -2.21161], [-0.78103, -0.60808, -3.59608], [2.60186, -0.73263, -3.60681], [-0.17687, -1.49636, -3.87974], [-1.79110, -0.94012, -3.31621], [-0.85212, 0.04868, -4.47081], [2.27042, -1.18492, -4.55946], [3.16607, -1.50167, -3.06211], [3.28669, 0.09822, -3.84008], [-1.89142, 1.37533, -1.40910], [-2.93832, 2.96092, -0.28477], [0.92071, -1.37116, -0.10876], [-4.00344, 2.73206, -0.43611], [-2.65811, 2.84845, 0.77593], [-2.68246, 3.97252, -0.63574], [1.66982, -2.03305, 0.29659], [-0.00422, -1.90121, -0.41890], [1.72230, -2.27697, 2.39748], [1.38923, -1.10046, 3.02013], [0.95168, -1.40423, 4.27530], [2.50114, -0.34004, 3.10631], [0.32138, -0.35892, 2.17579], [0.64562, -0.20674, 0.75291], [-1.05136, -1.03583, 2.38163], [-1.63185, -0.78514, 3.58569], [-1.92749, -0.60982, 1.41673], [-0.94772, -2.37690, 2.24536], [0.17037, 1.07508, 2.73979], [0.44288, 1.17947, 4.06915], [1.03338, 1.88160, 2.09221], [-1.07612, 1.58970, 2.55063]],
  "multiplicity": 2,
  "gap_ev": [3.317, 5.413],
  "charge": -1
}

---

{
  "formula": "C26H37N5O",
  "method": "the ωB97M-V functional and the def2-TZVPD basis",
  "species": ["C", "C", "N", "C", "C", "C", "C", "N", "C", "O", "C", "C", "C", "C", "C", "N", "C", "C", "C", "C", "N", "N", "C", "C", "C", "C", "C", "C", "C", "C", "C", "C", "H", "H", "H", "H", "H", "H", "H", "H", "H", "H", "H", "H", "H", "H", "H", "H", "H", "H", "H", "H", "H", "H", "H", "H", "H", "H", "H", "H", "H", "H", "H", "H", "H", "H", "H", "H", "H"],
  "positions_angstrom": [[0.97742, 5.10957, -2.40365], [-0.31700, 4.54572, -1.80612], [-0.70648, 3.20212, -2.18436], [-1.15857, 3.05521, -3.55403], [-2.05900, 1.83375, -3.71772], [0.13313, 2.14008, -1.68430], [1.35526, 1.74480, -2.54705], [2.36082, 1.05653, -1.76881], [3.38056, 1.71577, -1.17455], [3.54582, 2.91461, -1.29365], [4.32160, 0.82587, -0.38030], [3.87756, 0.67642, 1.08862], [2.45123, 0.20847, 1.20441], [2.15439, -1.16377, 1.04941], [3.22722, -2.20109, 0.89805], [0.92765, -1.65355, 1.05613], [-0.05719, -0.78235, 1.22875], [0.11566, 0.61192, 1.43511], [-1.22097, 1.10207, 1.57170], [-1.72828, 2.48339, 1.78131], [-2.07130, 0.11417, 1.45921], [-1.39420, -1.03298, 1.25492], [-2.08371, -2.24006, 1.11747], [-3.47359, -2.23337, 1.15410], [-4.15953, -3.42421, 1.02456], [-3.49433, -4.63172, 0.85808], [-4.26508, -5.90919, 0.72222], [-2.09650, -4.63348, 0.82114], [-1.34074, -5.91549, 0.64500], [-1.40368, -3.44035, 0.95037], [1.42172, 1.12103, 1.43239], [1.69220, 2.57248, 1.68757], [1.06752, 6.15923, -2.13347], [0.96356, 5.03822, -3.48910], [1.85042, 4.58779, -2.02008], [-0.23340, 4.56392, -0.71457], [-1.15017, 5.20113, -2.08062], [-0.32773, 2.99483, -4.27613], [-1.73959, 3.94936, -3.79532], [-2.83190, 1.84116, -2.95410], [-2.53083, 1.85407, -4.69698], [-1.49481, 0.90922, -3.63071], [-0.48980, 1.25183, -1.52643], [0.50769, 2.45800, -0.71186], [1.83228, 2.63984, -2.94730], [1.05506, 1.09733, -3.37424], [2.18203, 0.09673, -1.51874], [4.37972, -0.15079, -0.86197], [5.31104, 1.28478, -0.39985], [3.99827, 1.63833, 1.58400], [4.54762, -0.03356, 1.57700], [2.75663, -3.17750, 0.82421], [3.88726, -2.19521, 1.76422], [3.83243, -2.03550, 0.00956], [-1.31109, 2.92196, 2.68687], [-2.80995, 2.44033, 1.87593], [-1.47864, 3.11498, 0.92905], [-3.99191, -1.29777, 1.28509], [-5.23978, -3.41569, 1.05428], [-3.99945, -6.60513, 1.51766], [-5.33436, -5.72021, 0.77167], [-4.04269, -6.39408, -0.22808], [-0.26983, -5.73138, 0.64102], [-1.57084, -6.61039, 1.45201], [-1.61459, -6.39715, -0.29326], [-0.32614, -3.43101, 0.92568], [0.76494, 3.12809, 1.76930], [2.24106, 2.68786, 2.62321], [2.29240, 3.01012, 0.89187]],
  "gap_ev": 8.389,
  "smiles": "CCN(CC)CCNC(=O)CCc1c(C)nc2c(c(C)nn2-c2ccc(C)c(C)c2)c1C",
  "relative_energy_kcal_mol": 5.68
}

---

{
  "formula": "C4H16O10V",
  "method": "the ωB97M-V functional and the def2-TZVPD basis",
  "species": ["O", "V", "O", "C", "O", "O", "O", "O", "H", "H", "O", "H", "H", "O", "H", "H", "O", "H", "H", "C", "C", "C", "O", "H", "H", "H", "H", "H", "H", "H", "H"],
  "positions_angstrom": [[-1.83655, -0.11714, 1.34044], [-1.54704, -0.07017, 2.93568], [-2.79092, 0.71447, 3.66509], [2.42461, 2.63114, 2.54565], [3.27829, 1.87607, 2.89031], [1.22626, 2.48657, 2.75365], [2.70478, 3.66873, 1.95460], [0.22662, -1.01848, 6.30073], [0.98402, -0.51492, 6.59906], [0.04297, -1.62397, 7.01898], [-0.82735, 3.84499, -1.16764], [-0.27407, 3.10240, -1.40985], [-1.40732, 3.96736, -1.91923], [-3.07076, -3.16932, 3.50458], [-3.56244, -3.73841, 2.91245], [-3.06144, -3.64056, 4.33769], [1.42462, -2.26492, 2.36243], [1.84771, -3.09286, 2.13495], [2.13437, -1.71671, 2.69702], [-0.83840, -0.80948, -3.95197], [0.57653, -0.27520, -4.12081], [0.77257, 0.67906, -5.30524], [0.82572, 0.50527, -2.95664], [-0.94475, -1.59551, -3.20434], [-1.09952, -1.32614, -4.87554], [-1.62414, -0.10986, -3.66694], [1.28485, -1.10251, -4.16497], [0.47483, 0.22461, -6.25018], [1.77204, 1.09938, -5.41697], [0.11231, 1.54586, -5.27661], [0.77148, -0.15982, -2.26649]],
  "gap_ev": 3.388,
  "relative_energy_kcal_mol": 177.25,
  "charge": -1
}

---

{
  "formula": "C57H46AsCl2IN3PS2V",
  "method": "the ωB97M-V functional and the def2-TZVPD basis",
  "species": ["V", "S", "C", "C", "C", "C", "C", "C", "As", "C", "C", "C", "C", "C", "C", "C", "C", "C", "C", "C", "C", "H", "H", "H", "H", "H", "H", "H", "H", "H", "H", "H", "H", "H", "H", "Cl", "C", "Cl", "H", "H", "I", "C", "C", "C", "C", "C", "C", "C", "C", "C", "P", "C", "C", "C", "C", "C", "C", "C", "C", "C", "C", "C", "C", "C", "H", "H", "H", "H", "H", "H", "H", "H", "H", "H", "H", "H", "H", "H", "H", "H", "S", "C", "N", "C", "C", "C", "N", "H", "H", "H", "H", "C", "C", "C", "C", "C", "C", "N", "C", "C", "C", "C", "C", "C", "H", "H", "H", "H", "H", "H", "H", "H", "H", "H"],
  "positions_angstrom": [[-0.72216, 0.28538, -0.69218], [0.75363, -0.18385, -2.32579], [1.09522, 1.24239, -3.27242], [2.09847, 1.17388, -4.24020], [2.31925, 2.24699, -5.07802], [1.54798, 3.39574, -4.96204], [0.57866, 3.47916, -3.97712], [0.35333, 2.41642, -3.11166], [-1.09459, 2.41062, -1.82423], [-2.48842, 2.60892, -3.19140], [-3.53807, 3.52107, -3.19634], [-4.49047, 3.48653, -4.20467], [-4.40849, 2.54603, -5.21639], [-3.35637, 1.64610, -5.23254], [-2.40793, 1.68287, -4.23056], [-0.95951, 4.15295, -0.97217], [0.26599, 4.80570, -0.87337], [0.39332, 5.95209, -0.10957], [-0.70196, 6.46428, 0.56628], [-1.92033, 5.80816, 0.49850], [-2.04318, 4.65155, -0.25180], [2.68133, 0.26713, -4.31996], [3.07353, 2.18061, -5.84852], [1.69655, 4.21870, -5.64584], [-0.03279, 4.37337, -3.87994], [-3.61845, 4.26917, -2.41582], [-5.30709, 4.19515, -4.19840], [-5.15513, 2.51730, -5.99559], [-3.27753, 0.91348, -6.02165], [-1.57915, 0.98219, -4.24880], [1.13205, 4.39126, -1.37742], [1.35434, 6.43913, -0.02373], [-0.60131, 7.36303, 1.15752], [-2.77378, 6.18591, 1.04541], [-2.98096, 4.10335, -0.25097], [-0.64325, -2.21094, -0.64866], [-2.02532, -3.07163, 0.04417], [-2.47071, -2.30637, 1.56112], [-1.73018, -4.10124, 0.23383], [-2.85968, -2.98758, -0.65175], [0.84007, -1.92095, 2.45754], [2.71455, -2.32378, 3.34320], [2.61393, -3.00994, 4.52823], [3.75201, -3.48195, 5.18843], [4.97763, -3.27753, 4.62740], [5.11073, -2.55690, 3.42126], [6.40192, -2.37749, 2.88770], [6.57946, -1.70073, 1.71670], [5.47231, -1.15122, 1.07455], [4.18828, -1.26035, 1.56398], [2.93932, -0.32836, 0.55537], [3.36617, -1.30129, -0.97006], [2.71190, -2.52648, -1.07680], [2.88528, -3.33406, -2.18296], [3.73704, -2.93711, -3.20029], [4.40190, -1.72789, -3.09925], [4.21548, -0.90824, -1.99889], [3.86847, 1.22909, 0.25096], [3.50307, 1.98678, -0.85783], [4.04762, 3.23963, -1.07242], [4.93583, 3.77711, -0.15604], [5.28265, 3.04573, 0.96810], [4.75509, 1.78380, 1.16908], [3.96240, -2.02157, 2.74393], [1.64056, -3.21250, 4.95341], [3.64445, -4.02508, 6.11543], [5.87069, -3.66773, 5.09704], [7.24628, -2.79081, 3.42064], [7.56198, -1.56671, 1.28979], [5.63468, -0.60001, 0.16104], [2.05853, -2.85343, -0.27695], [2.34640, -4.26787, -2.25628], [3.88341, -3.57076, -4.06381], [5.07284, -1.41364, -3.88740], [4.74576, 0.03428, -1.94799], [2.78053, 1.58671, -1.55577], [3.77637, 3.80052, -1.95691], [5.34881, 4.76422, -0.30749], [5.96105, 3.46380, 1.70003], [5.04069, 1.22182, 2.04672], [0.58967, 1.81272, 0.72951], [1.10603, 1.50779, 2.30353], [0.21448, 1.82641, 3.33430], [0.50457, 1.48043, 4.62714], [1.73806, 0.99183, 4.91255], [2.65384, 0.83544, 3.84425], [2.30396, 1.04116, 2.58274], [-0.68824, 2.19177, 3.06575], [-0.27113, 1.62666, 5.36356], [2.01383, 0.71686, 5.91480], [3.67092, 0.51943, 4.01736], [-4.81132, -2.12487, -3.53827], [-5.40934, -1.71419, -2.35665], [-4.70231, -1.00020, -1.41327], [-3.35341, -0.65926, -1.63266], [-2.74702, -1.14087, -2.80802], [-3.46812, -1.85040, -3.74231], [-2.60034, 0.01229, -0.71804], [-3.17314, 0.85166, 0.20673], [-2.63686, 0.91738, 1.50351], [-3.19891, 1.74319, 2.45848], [-4.28311, 2.54697, 2.14489], [-4.78366, 2.54084, 0.85161], [-4.24017, 1.70973, -0.10754], [-5.38099, -2.66234, -4.28054], [-6.44497, -1.95722, -2.16516], [-5.17578, -0.71326, -0.48398], [-1.69438, -0.94454, -2.97111], [-2.98074, -2.19089, -4.64368], [-1.81013, 0.26342, 1.76724], [-2.82156, 1.72920, 3.47417], [-4.73422, 3.17595, 2.89627], [-5.61233, 3.18368, 0.58924], [-4.64320, 1.69317, -1.11259]],
  "multiplicity": 4,
  "gap_ev": [4.935, 6.061],
  "relative_energy_kcal_mol": 0.00
}